Record 1
DFT (the ωB97M-V functional and the def2-TZVPD basis) results for a molecular structure, C6H15P in a non-equilibrium geometry.

Its charge is 0. The HOMO energy comes out at -7.677 eV. Its gap between HOMO and LUMO is 8.7 eV. The calculation puts the energy above the lowest of the compared OMol25 structures with the same formula, charge and spin at 75.9 kcal per mole. The LUMO energy comes out at 1.057 eV.

Last column: natural (NBO) charge in e.
CARTESIAN COORDINATES (ANGSTROEM)
C 2.03110 -1.42379 -0.24131  -1.164
C -1.81443 -1.40978 0.30222  -0.643
C -2.60819 0.88834 -0.37103  -0.642
C 2.92160 1.09855 -0.15350  -0.887
C 0.12244 0.61529 -0.40555  -0.734
C -1.54063 0.09073 0.36947  -0.133
P 1.52491 -0.01513 0.50455  1.245
H 1.33024 -2.28826 -0.03475  0.210
H 3.12284 -1.71036 0.20372  0.215
H -2.69194 -1.53646 0.85732  0.209
H -1.16206 -2.24660 0.79212  0.225
H -2.00175 -1.72325 -0.73924  0.212
H -2.91173 1.71421 0.30911  0.218
H -2.46700 1.10603 -1.43152  0.222
H -3.47035 0.26967 -0.42294  0.209
H 3.77824 0.54237 -0.37176  0.235
H 2.31765 1.40402 -1.08203  0.229
H 3.23689 1.85356 0.51496  0.216
H 0.11803 1.61261 -0.45789  0.213
H 0.22285 0.18953 -1.34510  0.236
H -1.45122 0.46060 1.37953  0.196
H 1.39252 0.50814 1.82363  -0.089

***

Record 2
DFT (the ωB97M-V functional and the def2-TZVPD basis) results for a single C6H15P molecule in a non-equilibrium geometry.

Its charge is 0. The SMILES is CCCCP(C)C. The HOMO energy comes out at -8.721 eV. Its gap between HOMO and LUMO is 9.8 eV. The calculation puts the energy above the lowest of the compared OMol25 structures with the same formula, charge and spin at 39.3 kcal per mole. The LUMO energy comes out at 1.101 eV.

Last column: natural (NBO) charge in e.
CARTESIAN COORDINATES (ANGSTROEM)
C -2.18063 -0.80169 0.97355  -0.612
C -2.63928 0.12577 -0.25694  -0.401
C -1.49121 1.00326 -0.69493  -0.401
C -0.14031 0.15931 -0.94702  -0.623
P 1.42644 -0.97448 0.10707  0.702
C 2.95036 -0.55974 -0.89980  -0.921
C 1.89103 0.49122 1.39597  -0.844
H -2.31995 -0.38130 1.96260  0.198
H -1.15072 -1.00581 0.95080  0.204
H -2.69000 -1.78692 1.06518  0.207
H -3.53588 0.53517 0.10308  0.211
H -2.90970 -0.62392 -1.04627  0.193
H -1.17047 1.63602 0.12789  0.201
H -1.70944 1.48180 -1.56573  0.209
H 0.53749 0.90599 -1.48131  0.195
H -0.39946 -0.69955 -1.63304  0.190
H 3.70915 -0.10225 -0.26509  0.228
H 3.31929 -1.48477 -1.21079  0.220
H 2.63098 0.05178 -1.69263  0.229
H 1.01574 0.71189 1.98052  0.213
H 2.54830 0.01959 2.03914  0.207
H 2.30826 1.29863 0.98776  0.196

***

Record 3
DFT (the ωB97M-V functional and the def2-TZVPD basis) results for 2 unconnected molecules or ions with the total composition C6H16 in a non-equilibrium geometry.

Its charge is 0. The SMILES is CC(C)C.CC. The HOMO energy comes out at -11.050 eV. Its gap between HOMO and LUMO is 12.1 eV. The calculation puts the energy above the lowest of the compared OMol25 structures with the same formula, charge and spin at 14.2 kcal per mole. The LUMO energy comes out at 1.098 eV.

Last column: natural (NBO) charge in e.
CARTESIAN COORDINATES (ANGSTROEM)
C 0.52860 2.88156 0.36346  -0.602
C 0.40005 1.37949 -0.06654  -0.224
C -1.09076 1.17164 -0.23499  -0.612
C 1.09343 1.07170 -1.36474  -0.607
H 0.20465 2.94585 1.39908  0.209
H -0.17821 3.41938 -0.26425  0.201
H 1.54802 3.22793 0.21088  0.206
H 0.73535 0.67147 0.69783  0.196
H -1.71015 1.57156 0.56846  0.210
H -1.55448 1.60733 -1.13159  0.203
H -1.37051 0.12607 -0.39677  0.203
H 2.16913 1.22812 -1.46079  0.210
H 0.93678 0.03178 -1.65922  0.210
H 0.59554 1.77128 -2.04899  0.198
C 0.30162 -2.37298 0.53508  -0.618
C -0.82818 -3.35667 0.75314  -0.614
H -0.16669 -1.49590 0.08156  0.205
H 0.62704 -1.96234 1.49376  0.204
H 1.11955 -2.81733 -0.01865  0.213
H -0.62675 -4.00109 1.62451  0.198
H -0.90313 -4.11712 -0.02999  0.204
H -1.83091 -2.98174 0.94878  0.207

***

Record 4
DFT (the ωB97M-V functional and the def2-TZVPD basis) results for 2 unconnected molecules or ions with the total composition C6H16 in a non-equilibrium geometry.

Its charge is 0. The SMILES is CCC.CCC. The HOMO energy comes out at -11.218 eV. Its gap between HOMO and LUMO is 12.4 eV. The calculation puts the energy above the lowest of the compared OMol25 structures with the same formula, charge and spin at 21.2 kcal per mole. The LUMO energy comes out at 1.137 eV.

Last column: natural (NBO) charge in e.
CARTESIAN COORDINATES (ANGSTROEM)
C 0.89146 0.42248 -1.72969  -0.607
C 2.17809 0.35789 -0.89863  -0.393
C 2.32347 -0.99636 -0.19999  -0.605
H 1.01234 -0.17023 -2.61841  0.204
H 0.55047 1.42321 -1.95800  0.210
H 0.11862 -0.05455 -1.12572  0.198
H 3.09038 0.53832 -1.47773  0.195
H 2.14511 1.11352 -0.10726  0.189
H 2.03445 -1.71558 -0.95343  0.196
H 3.31294 -1.24546 0.19718  0.213
H 1.52496 -1.08893 0.54483  0.198
C -1.32207 -0.90702 1.63318  -0.622
C -1.64838 0.57669 1.38370  -0.409
C -2.33412 0.86787 0.01117  -0.616
H -1.13481 -1.29317 0.59557  0.198
H -1.93145 -1.66259 2.12728  0.214
H -0.33739 -1.07578 2.03190  0.206
H -2.18092 1.15662 2.12868  0.208
H -0.64083 0.98262 1.27490  0.198
H -2.53731 -0.04416 -0.51951  0.205
H -3.37597 1.20837 0.21747  0.205
H -1.73906 1.60625 -0.55750  0.213

***

Record 5
DFT (the ωB97M-V functional and the def2-TZVPD basis) results for 2 unconnected molecules or ions with the total composition C6H16 in a non-equilibrium geometry.

Its charge is 0. The SMILES is CC(C)C.CC. The HOMO energy comes out at -11.005 eV. Its gap between HOMO and LUMO is 12.0 eV. The calculation puts the energy above the lowest of the compared OMol25 structures with the same formula, charge and spin at 39.2 kcal per mole. The LUMO energy comes out at 1.019 eV.

Last column: natural (NBO) charge in e.
CARTESIAN COORDINATES (ANGSTROEM)
C -0.04714 0.34043 -1.94282  -0.604
C -0.20492 -1.03568 -1.32345  -0.237
C -1.47978 -1.13640 -0.45641  -0.616
C -0.02744 -2.00767 -2.49026  -0.618
H -0.65582 0.48089 -2.81166  0.202
H 1.03192 0.38061 -2.32752  0.203
H -0.25143 1.25179 -1.30470  0.209
H 0.74159 -1.15617 -0.63112  0.196
H -2.43506 -0.64566 -0.82132  0.212
H -1.70947 -2.16815 -0.18360  0.211
H -1.31612 -0.59775 0.57157  0.210
H 0.97592 -2.05769 -2.88354  0.217
H -0.33294 -3.10862 -2.21302  0.204
H -0.78672 -1.97200 -3.31903  0.211
C 0.17494 1.62751 3.21985  -0.626
C 1.41288 1.65174 2.30535  -0.612
H -0.20963 2.70763 3.21424  0.210
H -0.71242 0.93967 3.03688  0.211
H 0.57661 1.34593 4.16603  0.204
H 2.24926 1.52703 3.02182  0.209
H 1.68058 2.66100 1.66495  0.196
H 1.32521 0.97157 1.50773  0.209

***

Record 6
DFT (the ωB97M-V functional and the def2-TZVPD basis) results for 2 unconnected molecules or ions with the total composition C6H16 in a non-equilibrium geometry.

Its charge is 0. The SMILES is CC(C)C.CC. The HOMO energy comes out at -10.662 eV. Its gap between HOMO and LUMO is 11.7 eV. The calculation puts the energy above the lowest of the compared OMol25 structures with the same formula, charge and spin at 42.2 kcal per mole. The LUMO energy comes out at 1.023 eV.

Last column: natural (NBO) charge in e.
CARTESIAN COORDINATES (ANGSTROEM)
C 0.27898 1.40223 2.17399  -0.614
C 1.01041 1.06135 0.79877  -0.220
C -0.05153 0.96895 -0.25655  -0.597
C 1.94571 2.14396 0.15652  -0.612
H -0.08119 2.40928 2.22305  0.209
H 1.11808 1.16034 2.91214  0.206
H -0.52338 0.67673 2.32042  0.211
H 1.59763 0.14708 0.84075  0.196
H 0.39437 0.63621 -1.15084  0.199
H -0.96425 0.28504 0.05507  0.195
H -0.50470 1.99032 -0.44574  0.200
H 1.47150 2.63669 -0.68206  0.212
H 2.32929 2.67268 0.98838  0.215
H 2.76301 1.53383 -0.44980  0.201
C -1.29555 -2.91790 -0.61550  -0.599
C -1.46212 -1.98338 -1.84310  -0.629
H -1.59580 -3.95946 -0.73491  0.203
H -0.19376 -2.92964 -0.22345  0.193
H -1.97773 -2.46854 0.12368  0.196
H -0.77410 -2.29844 -2.65480  0.199
H -0.98044 -1.02654 -1.57601  0.221
H -2.50445 -2.14080 -1.96001  0.215